1.
C2H3I2NO2P | ωB97M-V with the def2-TZVPD basis set

Results
* LUMO level (spin up / spin down): 2.633 / 2.633 eV
* gap between HOMO and LUMO (spin up / spin down): 5.970 / 5.971 eV
* net charge: -1
* highest occupied orbital energy (spin up / spin down): -0.1226 / -0.1227 Eh

Each atom is followed by the atoms it is bonded to, with distances in Å.
Atoms and positions in Å:
1 C 1.02 1.01 -0.53  C2 1.420, O4 1.513, O5 1.238
2 C -0.08 1.48 0.23  C1 1.420, I7 2.062, H9 1.090
3 N -0.41 -0.75 1.08  P6 1.524, I8 2.141
4 O 0.56 -0.20 -1.32  C1 1.513, P6 1.557
5 O 2.20 1.36 -0.63  C1 1.238
6 P -0.13 -1.20 -0.35  N3 1.524, O4 1.557, I8 2.891, H10 1.434, H11 1.518
7 I 0.29 3.31 1.10  C2 2.062
8 I -1.34 -2.46 1.96  N3 2.141, P6 2.891
9 H -1.15 1.47 0.01  C2 1.090
10 H -1.35 -1.40 -1.09  P6 1.434
11 H 0.39 -2.62 -0.47  P6 1.518

---

2.
C6H14BrPS | ωB97M-V with the def2-TZVPD basis set

Results
* SMILES: CC(C)P(=S)(Br)C(C)C
* LUMO level: 0.429 eV
* gap between HOMO and LUMO: 9.227 eV
* net charge: 0
* highest occupied orbital energy: -0.3233 Eh

Each atom is followed by the atoms it is bonded to, with distances in Å.
Atoms and positions in Å:
1 C 0.31 -2.09 -0.99  C2 1.592, H10 1.190, H11 1.144, H12 1.149
2 C 1.23 -0.81 -0.77  C1 1.592, C3 1.480, P4 2.131, H13 1.047
3 C 2.58 -1.21 -0.31  C2 1.480, H14 1.109, H15 1.178, H16 1.167
4 P 0.41 0.22 0.90  C2 2.131, S5 1.971, Br6 2.225, C7 1.937
5 S 1.36 1.64 1.89  P4 1.971
6 Br -0.21 -1.52 2.14  P4 2.225
7 C -1.36 0.81 0.39  P4 1.937, C8 1.526, C9 1.475, H17 1.075
8 C -1.20 1.67 -0.86  C7 1.526, H18 1.166, H19 1.205, H20 0.986
9 C -1.97 1.67 1.42  C7 1.475, H21 1.003, H22 1.064, H23 1.153
10 H 0.69 -2.58 -2.01  C1 1.190
11 H 0.64 -2.89 -0.24  C1 1.144
12 H -0.79 -1.80 -0.88  C1 1.149
13 H 1.12 -0.19 -1.61  C2 1.047
14 H 2.55 -1.96 0.50  C3 1.109
15 H 3.15 -0.21 -0.07  C3 1.178
16 H 3.08 -1.81 -1.18  C3 1.167
17 H -1.97 0.00 0.04  C7 1.075
18 H -0.27 2.37 -0.74  C8 1.166
19 H -0.97 1.04 -1.85  C8 1.205
20 H -2.03 2.20 -0.96  C8 0.986
21 H -2.90 1.83 1.07  C9 1.003
22 H -1.40 2.52 1.71  C9 1.064
23 H -2.07 1.09 2.41  C9 1.153

---

Number 1: electronic energy -33196.917 eV. Number 2: electronic energy -96615.114 eV.